Entry 1:
Molecular formula: C2H3Cl2NO3
Method: DFT, ωB97M-V/def2-TZVPD

Element x y z (Å)
1 C -1.635 -0.074 -0.053
2 C -0.199 -0.526 -0.004
3 Cl 0.394 -1.244 1.501
4 Cl 0.177 -1.667 -1.413
5 O 0.539 0.706 -0.126
6 N 1.916 0.809 0.051
7 O 2.527 -0.154 0.024
8 O 2.211 1.923 0.180
9 H -2.114 0.140 0.903
10 H -2.278 -0.841 -0.467
11 H -1.538 0.928 -0.595

The SMILES is CC(Cl)(Cl)O[N+](=O)[O-]. Its spin multiplicity is 1. The value obtained for the relative energy (zero: lowest compared OMol25 entry of this formula, charge and spin) is 15.1 kcal per mole.

natural (NBO) atomic charge list, values in e, 2 entries: number 1, C, carries -0.676; number 2, C, carries 0.239

---

Entry 2:
Molecular formula: C71H134N7O31
Method: DFT, ωB97M-V/def2-TZVPD

Element x y z (Å)
1 C 2.764 -1.280 -8.337
2 C 2.753 -0.891 -6.855
3 C 4.156 -0.919 -6.230
4 C 4.468 -0.203 -4.919
5 C 4.035 1.309 -5.171
6 C 2.461 1.384 -5.551
7 N 2.251 0.582 -6.757
8 O 1.849 0.976 -7.736
9 C 2.034 2.828 -5.830
10 C 1.656 0.931 -4.259
11 C 1.807 -1.957 -6.097
12 H 1.767 -1.702 -8.592
13 H 3.502 -2.017 -8.518
14 H 2.938 -0.354 -8.941
15 H 4.890 -0.450 -6.967
16 H 4.447 -1.992 -6.119
17 H 5.521 -0.311 -4.670
18 H 3.970 -0.844 -4.171
19 H 4.685 1.662 -6.021
20 H 4.214 1.902 -4.271
21 H 2.399 3.369 -4.937
22 H 0.902 2.733 -5.953
23 H 2.514 3.159 -6.760
24 H 2.113 0.113 -3.695
25 H 0.639 0.747 -4.583
26 H 1.646 1.698 -3.485
27 H 1.954 -2.931 -6.601
28 H 0.752 -1.713 -6.126
29 H 2.095 -2.044 -5.052
30 C -1.835 -0.345 -3.616
31 C -3.327 -0.470 -3.468
32 C -4.090 -0.581 -4.792
33 C -3.894 -1.877 -5.483
34 C -4.515 -3.016 -4.712
35 C -3.809 -3.255 -3.386
36 N -3.714 -1.742 -2.718
37 O -3.884 -1.705 -1.569
38 C -2.370 -3.733 -3.413
39 C -4.595 -4.152 -2.405
40 C -3.839 0.615 -2.601
41 H -1.284 -0.609 -2.672
42 H -1.653 0.763 -3.936
43 H -1.537 -0.884 -4.518
44 H -3.673 0.221 -5.488
45 H -5.162 -0.384 -4.486
46 H -2.883 -2.094 -5.715
47 H -4.407 -1.801 -6.426
48 H -4.424 -3.890 -5.359
49 H -5.581 -2.771 -4.512
50 H -2.060 -3.887 -2.358
51 H -1.614 -3.113 -3.921
52 H -2.231 -4.703 -3.784
53 H -4.707 -5.040 -2.980
54 H -5.641 -3.683 -2.281
55 H -4.198 -4.265 -1.377
56 H -3.067 0.819 -1.817
57 H -4.805 0.407 -2.108
58 H -4.018 1.507 -3.190
59 C 3.286 2.857 -0.868
60 C 4.100 3.357 0.286
61 C 5.557 3.810 -0.299
62 C 5.350 5.063 -1.264
63 C 4.836 6.212 -0.360
64 C 3.480 6.038 0.265
65 N 3.609 4.603 1.012
66 O 3.439 4.620 2.177
67 C 2.244 5.990 -0.645
68 C 3.321 7.099 1.440
69 C 4.295 2.256 1.309
70 H 3.625 1.866 -1.199
71 H 3.315 3.542 -1.684
72 H 2.276 2.901 -0.492
73 H 6.028 2.915 -0.717
74 H 6.120 4.054 0.578
75 H 4.981 4.847 -2.278
76 H 6.375 5.310 -1.487
77 H 4.686 7.130 -0.898
78 H 5.515 6.403 0.449
79 H 2.409 5.220 -1.398
80 H 2.000 6.971 -1.053
81 H 1.450 5.554 -0.043
82 H 4.137 7.074 2.167
83 H 2.403 6.793 1.931
84 H 3.282 8.069 0.942
85 H 3.322 1.737 1.360
86 H 4.555 2.585 2.289
87 H 4.944 1.460 0.832
88 C -8.588 3.594 0.033
89 C -7.492 4.220 0.866
90 C -7.762 4.001 2.313
91 C -6.613 4.297 3.283
92 C -5.412 3.466 2.838
93 C -4.829 3.832 1.500
94 N -6.144 3.806 0.446
95 O -5.978 3.673 -0.677
96 C -3.841 2.863 1.054
97 C -4.329 5.309 1.281
98 C -7.493 5.799 0.622
99 H -8.688 2.578 0.295
100 H -8.560 3.596 -1.017
101 H -9.510 4.043 0.260
102 H -8.046 2.926 2.461
103 H -8.672 4.608 2.571
104 H -6.942 3.932 4.263
105 H -6.420 5.349 3.352
106 H -5.732 2.409 2.984
107 H -4.603 3.572 3.528
108 H -3.467 3.193 0.122
109 H -4.388 1.949 0.884
110 H -3.056 2.701 1.773
111 H -5.044 5.933 1.772
112 H -4.341 5.427 0.106
113 H -3.287 5.297 1.564
114 H -8.516 5.985 0.973
115 H -7.364 5.981 -0.465
116 H -6.811 6.336 1.236
117 C 6.611 -6.065 -2.173
118 C 6.520 -4.492 -2.087
119 C 5.692 -3.874 -0.991
120 C 5.980 -4.122 0.445
121 C 7.410 -4.618 0.611
122 C 8.442 -3.855 -0.398
123 N 7.951 -4.110 -1.738
124 O 8.846 -3.955 -2.594
125 C 9.816 -4.480 -0.248
126 C 8.382 -2.374 -0.171
127 C 6.230 -3.901 -3.479
128 H 7.402 -6.439 -2.828
129 H 5.665 -6.476 -2.551
130 H 6.674 -6.498 -1.184
131 H 4.689 -4.117 -1.307
132 H 5.870 -2.813 -1.291
133 H 5.358 -4.899 0.894
134 H 5.810 -3.184 0.984
135 H 7.511 -5.713 0.380
136 H 7.732 -4.422 1.624
137 H 9.760 -5.586 -0.327
138 H 10.153 -4.191 0.780
139 H 10.574 -4.109 -0.971
140 H 7.613 -1.803 -0.719
141 H 9.333 -1.938 -0.422
142 H 8.294 -2.247 0.942
143 H 5.409 -4.444 -3.914
144 H 7.085 -4.190 -4.166
145 H 6.117 -2.813 -3.460
146 C -2.639 -0.713 9.104
147 C -3.399 -1.095 7.818
148 C -4.380 -2.267 7.979
149 C -5.400 -2.357 6.891
150 C -6.360 -1.132 6.895
151 C -5.561 0.217 6.592
152 N -4.393 0.191 7.564
153 O -4.220 1.138 8.158
154 C -6.407 1.381 7.011
155 C -5.101 0.258 5.115
156 C -2.485 -1.228 6.642
157 H -2.012 -1.491 9.386
158 H -3.318 -0.491 9.978
159 H -2.097 0.240 8.920
160 H -4.898 -2.066 8.958
161 H -3.806 -3.179 8.146
162 H -5.982 -3.269 6.977
163 H -4.954 -2.406 5.874
164 H -6.860 -1.067 7.892
165 H -7.159 -1.269 6.114
166 H -7.289 1.283 6.380
167 H -5.922 2.330 6.730
168 H -6.647 1.351 8.116
169 H -4.611 -0.634 4.794
170 H -4.476 1.167 5.022
171 H -6.004 0.391 4.536
172 H -2.942 -1.713 5.767
173 H -1.677 -1.962 6.892
174 H -2.080 -0.249 6.340
175 C -2.462 -0.814 2.006
176 C -1.178 -1.241 1.266
177 C -0.554 -0.094 0.582
178 C 0.867 -0.374 0.136
179 C 1.826 -0.833 1.323
180 C 1.369 -2.117 1.948
181 N -0.091 -1.805 2.257
182 O -0.578 -1.994 3.424
183 C 2.097 -2.588 3.187
184 C 1.585 -3.332 0.964
185 C -1.473 -2.372 0.335
186 H -2.359 -0.087 2.831
187 H -2.964 -1.691 2.314
188 H -3.091 -0.352 1.196
189 H -0.548 0.769 1.205
190 H -1.198 -0.039 -0.339
191 H 1.404 0.518 -0.179
192 H 0.815 -1.052 -0.695
193 H 1.780 0.067 1.937
194 H 2.790 -0.934 0.885
195 H 3.194 -2.623 3.012
196 H 1.826 -3.625 3.368
197 H 1.872 -2.007 4.068
198 H 1.280 -2.995 -0.060
199 H 0.992 -4.256 1.238
200 H 2.679 -3.593 0.963
201 H -0.970 -2.260 -0.599
202 H -2.490 -2.328 0.055
203 H -1.435 -3.315 0.842
204 O 1.384 -4.373 -2.930
205 C 1.712 -3.014 -2.908
206 O 2.814 -2.819 -2.443
207 O 0.886 -2.318 -3.412
208 H 1.684 -4.975 -2.292
209 O -8.430 0.098 0.878
210 C -7.480 0.833 1.479
211 O -7.343 0.942 2.703
212 O -6.695 1.509 0.645
213 H -9.011 -0.154 1.624
214 O -0.966 1.092 4.422
215 C -2.028 1.884 4.762
216 O -2.524 2.579 3.813
217 O -2.474 1.865 5.922
218 H -0.318 1.673 3.874
219 O 3.998 -0.269 -1.527
220 C 5.380 -0.027 -1.957
221 O 5.747 1.124 -1.854
222 O 5.992 -1.037 -2.464
223 H 3.827 -1.195 -1.632
224 O -0.838 1.751 -6.831
225 C -1.693 0.765 -7.039
226 O -2.846 1.122 -7.052
227 O -1.325 -0.450 -6.998
228 H -1.301 2.598 -7.021
229 O -0.575 4.123 2.478
230 C 0.378 3.256 1.886
231 O 0.460 2.068 2.330
232 O 1.076 3.754 0.932
233 H -1.295 3.559 2.934
234 O -3.508 -3.504 2.675
235 C -2.666 -4.450 3.345
236 O -1.436 -4.449 2.850
237 O -3.183 -5.159 4.186
238 H -4.410 -3.599 2.908
239 O 7.597 -3.662 4.705
240 C 8.362 -2.697 3.962
241 O 8.400 -1.608 4.546
242 O 8.916 -3.001 2.932
243 H 7.518 -3.227 5.587

As for the charge: -1. Its spin multiplicity is 1.

Mulliken atomic charge list, values in e, 2 entries: number 1, C, carries -1.591; number 2, C, carries 2.028

---

Calculated F_max, 4.89, 6.96 eV/Å (same order as the records).
Calculated E_LUMO, 0.0201, -0.0239 Ha (same order as the records).
Calculated HOMO-LUMO gap, 11.9, 4.5 eV (same order as the records).